A 13-piece molecular cluster, C26H23Cl48N3O7S overall, computed with ωB97M-V/def2-TZVPD.

ORCA input file:
```
! wB97M-V def2-TZVPD RIJCOSX def2/J DEFGRID3
* xyz 0 1
C 6.20530 -0.66531 3.06073
N 5.71466 -0.22709 1.72328
C 5.52646 1.22687 1.73953
C 4.43369 -0.90645 1.56855
O 3.48160 -0.63134 2.24538
C 4.44213 -2.02435 0.55016
C 3.24764 -2.10037 -0.41998
C 2.65007 -3.52771 -0.53783
C 2.87149 -4.25620 -1.87581
C 4.29591 -4.87206 -2.04708
C 4.91605 -4.41291 -3.38333
C 6.08760 -5.29461 -3.81392
N 6.55707 -4.86879 -5.15779
O 3.90539 -1.84250 -1.73025
C 3.07574 -1.14883 -2.53263
O 3.32071 -0.64406 -3.56318
O 1.83421 -1.15523 -1.86817
C 2.24150 -0.91548 -0.51950
O 2.93613 0.34748 -0.63265
C 2.60370 1.29024 0.21371
N 2.11949 2.14296 0.81524
S 0.61588 -0.92214 0.35609
C -0.34076 0.33560 -0.48210
O -0.05319 -2.17706 0.13956
O 0.70902 -0.56358 1.74125
H 5.72780 -1.60473 3.34501
H 7.28508 -0.81842 3.05160
H 5.96314 0.06847 3.83471
H 6.47658 1.66631 2.05210
H 4.76694 1.57047 2.44729
H 5.35365 1.60232 0.72984
H 4.57394 -2.95330 1.10924
H 5.35646 -1.91120 -0.02770
H 3.12215 -4.15401 0.21967
H 1.58344 -3.56605 -0.32325
H 2.18228 -5.10488 -1.83338
H 2.56773 -3.68092 -2.74764
H 4.22056 -5.95842 -2.03360
H 4.90454 -4.50271 -1.22068
H 4.16445 -4.36485 -4.17256
H 5.33280 -3.42052 -3.19591
H 5.79206 -6.34461 -3.83597
H 6.90290 -5.14020 -3.09944
H 7.56858 -4.85539 -5.18295
H 6.26233 -3.90542 -5.27429
H -0.96436 0.84528 0.24393
H 0.31342 1.01018 -1.03192
H -0.92918 -0.19187 -1.22821
C -2.71951 -2.00157 -3.81948
Cl -1.06496 -1.77119 -3.24964
Cl -3.19813 -3.68234 -3.59461
Cl -3.79725 -0.95268 -2.88103
Cl -2.83327 -1.57107 -5.52586
C 0.98234 5.55996 3.09378
Cl 1.27457 6.37266 1.54920
Cl -0.16739 6.50945 4.04545
Cl 0.30946 3.96078 2.79605
Cl 2.50578 5.41057 3.97686
C -6.76141 -4.96125 -1.37556
Cl -7.03864 -4.97354 0.36843
Cl -8.30859 -5.06267 -2.22300
Cl -5.93688 -3.46956 -1.83496
Cl -5.75188 -6.34300 -1.82199
C 6.39345 -4.78694 4.82455
Cl 5.09930 -3.71650 4.26734
Cl 6.23283 -6.36019 4.03853
Cl 7.95718 -4.07563 4.40823
Cl 6.27864 -4.98238 6.57345
C -6.94320 -1.71172 -6.58736
Cl -5.63292 -0.57659 -6.91894
Cl -8.47863 -0.84174 -6.58593
Cl -6.97244 -2.97109 -7.82532
Cl -6.67290 -2.45900 -5.00357
C -2.04261 -4.72536 2.48140
Cl -3.78796 -4.46443 2.61068
Cl -1.19297 -3.21222 2.76932
Cl -1.54052 -5.93229 3.67447
Cl -1.66256 -5.31445 0.85630
C -3.80025 7.42090 6.00535
Cl -5.09749 8.39665 5.31462
Cl -3.77266 5.82420 5.24450
Cl -2.24917 8.22222 5.72234
Cl -4.06446 7.23765 7.74176
C -9.03767 1.56131 -2.84846
Cl -9.19542 1.53459 -1.08845
Cl -10.64189 1.46813 -3.58562
Cl -8.24585 3.06103 -3.34677
Cl -8.07007 0.18405 -3.37846
C -4.76151 7.05426 12.05121
Cl -6.47224 7.49390 12.03037
Cl -3.81766 8.32585 11.26783
Cl -4.22141 6.86196 13.72184
Cl -4.53319 5.53514 11.17745
C -5.08660 7.24987 1.06343
Cl -4.68936 7.96208 -0.50515
Cl -6.35912 8.20590 1.82991
Cl -5.65908 5.59383 0.82691
Cl -3.64889 7.23313 2.08921
C 1.11952 3.07249 -3.63688
Cl 0.21493 3.87227 -2.34570
Cl 0.81348 3.88738 -5.17737
Cl 2.84367 3.12589 -3.26098
Cl 0.58876 1.39501 -3.76635
C -3.72174 4.97029 -4.73114
Cl -4.79652 3.67348 -5.27278
Cl -3.96510 5.25159 -3.00245
Cl -2.03821 4.50694 -5.01903
Cl -4.08847 6.45140 -5.62303
*
```

Properties
electronic energy	-24182.60041	Ha
molecular weight	2223.30	Da
gap between HOMO and LUMO	9.397	eV
E_HOMO	-9.41	eV
max |F|	3.311	eV Å⁻¹

=====

A 2-piece molecular cluster, C2H6ClN overall, computed with ωB97M-V/def2-TZVPD.

ORCA input file:
```
! wB97M-V def2-TZVPD RIJCOSX def2/J DEFGRID3
* xyz 0 1
C 2.22800 -0.48319 -0.68502
N 2.06276 -0.77082 0.50294
H 1.51292 -0.80702 -1.46685
H 3.05857 0.05432 -1.06262
H 1.15621 -1.11898 0.90893
C -1.82095 -1.84676 0.41524
Cl -1.91235 -0.03468 0.09000
H -1.55765 -1.92708 1.49771
H -2.69714 -2.42814 0.09606
H -0.88487 -2.02455 -0.22158
*
```

Properties
electronic energy	-594.68932	Ha
SMILES	C=N.CCl
molecular weight	79.53	Da
gap between HOMO and LUMO	10.334	eV
E_HOMO	-9.53	eV
max |F|	3.328	eV Å⁻¹
energy relative to the best compared isomer or geometry (same formula, charge and spin)	165.0	kJ/mol

=====

CH3Cl3Si as an isolated structure, computed with ωB97M-V/def2-TZVPD.

ORCA input file:
```
! wB97M-V def2-TZVPD RIJCOSX def2/J DEFGRID3
* xyz 0 1
C -1.01457 -0.08718 0.35599
Si 0.87971 -0.20376 -0.03643
Cl 0.98057 1.77787 -1.96935
Cl 1.76410 0.58566 1.57421
Cl 1.50334 -1.61317 -1.20205
H -1.51662 0.75307 0.22269
H -1.46858 -0.83144 -0.34159
H -1.12796 -0.38106 1.39652
*
```

Properties
electronic energy	-1710.05228	Ha
molecular weight	149.48	Da
gap between HOMO and LUMO	9.454	eV
E_HOMO	-9.73	eV
max |F|	6.075	eV Å⁻¹
energy relative to the best compared isomer or geometry (same formula, charge and spin)	250.9	kJ/mol

=====

C17H9Br4IN3O6Pd as an isolated structure, computed with ωB97M-V/def2-TZVPD.

ORCA input file:
```
! wB97M-V def2-TZVPD RIJCOSX def2/J DEFGRID3
* xyz 1 1
Pd -0.26318 -0.24809 0.09130
Br 0.87407 1.18565 -7.07535
C 0.86760 0.55407 -5.32213
C 1.15323 -0.88717 -5.08125
Br 1.58648 -1.94814 -6.53933
C 1.09934 -1.44634 -3.84712
Br 1.40979 -3.25688 -3.49673
C 0.74554 -0.62855 -2.71492
O 0.58085 -1.10762 -1.59803
C 0.62251 0.89512 -2.91742
O 0.57343 1.59194 -1.94352
C 0.62264 1.39668 -4.30298
Br 0.30411 3.21679 -4.48684
C -0.07546 0.56076 3.82078
C -1.17068 0.90373 2.88021
N -1.28241 0.56775 1.60228
C -2.45843 1.11142 1.12635
C -3.08179 1.76387 2.13801
N -2.25896 1.61542 3.22303
C -4.34022 2.55314 2.26999
O -5.06555 2.69757 1.18491
O -4.61734 3.00991 3.34821
C -2.75836 0.96934 -0.31516
O -3.76025 1.45362 -0.81069
O -1.85006 0.29891 -0.95635
H 0.34735 1.46367 4.26105
H 0.70684 0.02288 3.29621
H -0.44780 -0.07008 4.62847
H -2.48286 2.00926 4.12774
H -4.66182 2.25753 0.38897
I 5.52879 -0.51444 1.09689
C 3.65866 -1.40961 1.15381
C 3.51321 -2.78879 1.22087
C 2.23622 -3.32508 1.25702
C 1.14884 -2.47791 1.19360
N 1.28760 -1.14499 1.12231
C 2.52205 -0.62234 1.11061
H 4.38227 -3.43217 1.24898
H 2.08005 -4.39195 1.32628
H 0.13563 -2.85643 1.21275
H 2.58809 0.45755 1.07719
*
```

Properties
electronic energy	-11990.39216	Ha
molecular weight	904.21	Da
gap between HOMO and LUMO	6.594	eV
E_HOMO	-12.17	eV
max |F|	0.703	eV Å⁻¹
energy relative to the best compared isomer or geometry (same formula, charge and spin)	0.0	kJ/mol

=====

A 3-piece molecular cluster, C2H9NO2 overall, computed with ωB97M-V/def2-TZVPD.

ORCA input file:
```
! wB97M-V def2-TZVPD RIJCOSX def2/J DEFGRID3
* xyz 0 1
C -0.41627 1.09682 2.02009
N -0.14450 0.29097 1.09483
C -1.23671 -0.26989 0.28422
H 0.46709 1.52889 2.48938
H -1.43553 1.28704 2.36406
H -1.25528 0.38810 -0.56993
H -2.17196 -0.18181 0.84306
H -0.90603 -1.27588 0.09108
O -0.18376 -0.01633 -2.53206
H 0.03032 -0.95615 -2.61224
H 0.62255 0.37305 -2.16137
O 2.33704 -0.39738 -0.53587
H 2.18911 -0.74687 0.34985
H 2.10393 -1.12054 -1.12510
*
```

Properties
electronic energy	-286.78456	Ha
SMILES	C=NC.O.O
molecular weight	79.10	Da
gap between HOMO and LUMO	10.218	eV
E_HOMO	-9.52	eV
max |F|	2.173	eV Å⁻¹
energy relative to the best compared isomer or geometry (same formula, charge and spin)	88.8	kJ/mol

=====

The molecule C4F6S, computed with ωB97M-V/def2-TZVPD.

ORCA input file:
```
! wB97M-V def2-TZVPD RIJCOSX def2/J DEFGRID3
* xyz 0 1
C 0.82893 -0.54884 -0.48743
C -1.81330 -0.24026 0.94961
C 2.23618 -0.08609 0.00523
C -2.75074 0.33884 0.22984
F 2.29742 0.64770 1.18540
F 3.07724 -1.12307 0.23260
F 2.80201 0.66598 -0.91175
F 0.46582 0.10552 -1.60146
F -3.11646 0.05246 -0.99553
F -3.65261 1.17262 0.71607
S -0.37450 -0.98486 0.67742
*
```

Properties
electronic energy	-1149.64390	Ha
molecular weight	194.10	Da
gap between HOMO and LUMO (alpha / beta)	7.728 / 8.008	eV
E_HOMO (alpha / beta)	-9.52 / -9.90	eV
max |F|	1.977	eV Å⁻¹
energy relative to the best compared isomer or geometry (same formula, charge and spin)	382.5	kJ/mol